No. 1
ORCA calculation (wB97M-V/def2-TZVPD) on the ion C5H5N2O with charge +1 at a distorted geometry.

Summary:
Net charge = +1
HOMO (spin up / spin down) = -0.54295 / -0.42418 Ha
Orbital gap (spin up / spin down) = 10.18 / 5.20 eV

Each line ends with the Löwdin charge.
Positions of all 13 atoms, in Å:
O  -1.818  1.864  -0.683  0.209
N  1.415  0.491  1.368  0.088
N  0.200  -0.423  -0.236  0.028
C  0.698  -0.429  1.903  0.081
C  -1.604  0.816  -1.159  -0.113
C  -0.019  -1.061  0.982  -0.049
C  1.098  0.601  0.106  -0.035
C  -0.941  -0.425  -1.308  -0.029
H  -0.640  -0.419  -2.293  0.108
H  1.993  1.188  1.932  0.236
H  -0.512  -1.951  1.274  0.129
H  -1.620  -1.350  -1.309  0.190
H  1.750  1.098  -0.576  0.159


No. 2
ORCA calculation (wB97M-V/def2-TZVPD) on a cluster of 2 separate species, C5H5N2O3S in total at a distorted geometry.

Summary:
Net charge = -1
HOMO = -0.16793 Ha
Orbital gap = 7.69 eV

Each line ends with the Löwdin charge.
Positions of all 16 atoms, in Å:
S  1.556  0.695  -0.857  0.959
O  2.720  -0.869  1.771  -0.023
O  -2.198  -1.173  -2.049  -0.009
O  0.771  -1.975  1.705  -0.054
N  -0.872  -1.066  -0.220  0.116
N  0.266  1.112  1.311  0.028
C  0.740  2.205  -0.645  -0.444
C  0.120  2.229  0.558  -0.282
C  -1.631  -1.725  -0.954  -0.361
C  0.940  0.193  0.720  -0.549
C  1.539  -1.033  1.475  -0.745
H  -1.856  -0.266  -2.095  0.094
H  -1.956  -2.772  -0.852  0.123
H  0.778  2.959  -1.405  0.034
H  -0.455  3.052  0.952  0.086
H  -0.462  -1.566  0.587  0.027


No. 3
ORCA calculation (wB97M-V/def2-TZVPD) on the ion C5H5N2O4S with charge -1 at a distorted geometry.

Summary:
Net charge = -1
HOMO = -0.18660 Ha
Orbital gap = 8.70 eV
SMILES = C=[S@@](=O)([O-])OC(=O)n1ccnc1

Each line ends with the Löwdin charge.
Positions of all 17 atoms, in Å:
S  -1.820  -1.038  1.767  0.643
O  -0.452  0.034  0.886  -0.093
O  -2.862  -0.376  0.924  -0.382
O  -0.218  -1.405  -0.814  0.085
O  -1.698  -0.616  3.136  -0.356
N  0.601  0.678  -0.972  0.007
N  2.497  1.428  -1.898  0.057
C  -1.706  -2.684  1.656  -0.247
C  1.814  2.378  -1.231  -0.221
C  0.724  1.951  -0.590  -0.088
C  -0.156  -0.314  -0.322  -0.616
C  1.665  0.385  -1.772  -0.124
H  -0.766  -2.805  2.150  -0.010
H  2.373  3.369  -1.066  0.117
H  -0.054  2.527  -0.240  0.107
H  1.699  -0.598  -2.208  0.122
H  -1.641  -2.914  0.594  -0.002


No. 4
ORCA calculation (wB97M-V/def2-TZVPD) on an isolated molecule of C5H5N3 at a distorted geometry.

Summary:
Net charge = 0
HOMO = -0.34274 Ha
Orbital gap = 8.40 eV
SMILES = [H]/N=c1/cccncn1

Each line ends with the Löwdin charge.
Positions of all 13 atoms, in Å:
N  -1.886  -0.865  -0.372  0.081
N  0.603  -1.407  0.061  0.081
N  2.604  -0.220  -0.200  0.089
C  1.337  -0.169  -0.219  -0.421
C  -1.656  0.391  -0.141  -0.210
C  0.732  1.251  -0.069  0.045
C  -0.703  -1.635  0.126  -0.137
C  -0.645  1.390  0.142  -0.054
H  -0.821  -2.684  0.375  0.095
H  -2.679  0.824  -0.162  0.107
H  2.948  -1.260  0.183  0.136
H  -1.212  2.351  0.408  0.124
H  1.378  2.034  -0.132  0.063


Calculated ΔE to the lowest compared entry with this formula, charge and spin in order - 104.19, 2.43, 20.82, 68.88 kcal/mol
Calculated total energy in order - -377.8058, -927.0067, -1002.2001, -357.6628 a.u.